# C29H25N7O3PdS2

A molecular structure, C29H25N7O3PdS2 (ωB97M-V with the def2-TZVPD basis set, the Open Molecules 2025 dataset).

Each line ends with the Löwdin charge.
Element x y z (Å)
Pd 0.65 0.62 -0.52  0.624
S 3.08 0.93 -0.13  0.636
C 2.75 1.60 1.42  -1.136
S 1.10 2.07 1.58  0.605
C 3.68 1.72 2.43  -0.381
C 3.31 2.30 3.68  -0.261
N 3.01 2.76 4.70  0.139
C 5.01 1.24 2.26  -0.250
N 6.08 0.85 2.10  0.147
N 0.42 2.11 -1.78  0.108
C -0.31 3.04 -2.37  -0.377
C -1.26 2.69 -3.36  -0.025
C -2.02 3.68 -3.95  -0.084
C -1.85 5.01 -3.58  -0.077
C -0.92 5.37 -2.61  -0.080
C -0.15 4.40 -2.00  -0.014
H -1.37 1.65 -3.62  0.110
H -2.75 3.41 -4.70  0.104
H -2.45 5.78 -4.06  0.102
H -0.80 6.41 -2.33  0.106
H 0.58 4.65 -1.24  0.116
C -4.09 -1.26 -1.18  0.001
N -3.66 -0.12 -0.37  -0.029
C -4.52 0.47 0.50  -0.052
C -4.16 1.53 1.24  0.002
C -2.82 2.00 1.07  -0.379
N -1.97 1.40 0.26  0.167
C -2.35 0.32 -0.47  -0.522
O -1.56 -0.28 -1.20  -0.028
N -2.37 3.08 1.72  0.183
H -5.14 -1.15 -1.42  0.093
H -3.92 -2.19 -0.63  0.080
H -3.50 -1.28 -2.09  0.093
H -5.51 0.04 0.55  0.135
H -4.85 1.99 1.94  0.109
H -2.91 3.49 2.47  0.110
H -1.39 3.31 1.65  0.060
C 3.99 -1.47 -2.59  -0.068
O 3.29 -2.53 -1.93  -0.099
C 3.45 -2.60 -0.58  -0.251
C 4.61 -2.27 0.10  -0.021
C 4.66 -2.38 1.48  -0.067
C 3.56 -2.85 2.18  -0.062
C 2.40 -3.20 1.51  -0.010
C 2.34 -3.06 0.14  -0.168
N 1.21 -3.45 -0.64  0.144
C -0.06 -3.58 -0.33  0.005
C -0.83 -2.94 0.65  -0.148
C -2.10 -3.52 1.00  -0.062
C -2.92 -2.93 1.90  -0.104
C -2.52 -1.68 2.49  -0.068
C -1.35 -1.07 2.14  -0.010
C -0.46 -1.67 1.18  -0.373
O 0.59 -1.10 0.78  -0.154
H 5.06 -1.68 -2.64  0.090
H 3.83 -0.53 -2.06  0.020
H 3.59 -1.41 -3.59  0.093
H 5.46 -1.88 -0.45  0.117
H 5.55 -2.08 2.01  0.102
H 3.60 -2.93 3.26  0.108
H 1.54 -3.57 2.05  0.122
H 1.47 -3.77 -1.56  0.158
H -0.59 -4.28 -0.97  0.143
H -2.37 -4.47 0.55  0.114
H -3.86 -3.39 2.18  0.099
H -3.17 -1.21 3.21  0.107
H -1.05 -0.11 2.55  0.105

Properties
Multiplicity ... 5
Total energy ... -72198.981 eV
Highest occupied orbital energy (spin up / spin down) ... -7.25 / -7.23 eV
Frontier orbital gap (spin up / spin down) ... 6.45 / 5.72 eV